Entry 1:
{"formula": "C51H42N3P2RuS2", "method": "wB97M-V/def2-TZVPD", "e_homo_ev": [-5.11, -7.09], "s2": 8.842, "orbital_gap_ev": [4.53, 4.82], "de_lowest_ev": 0.736, "multiplicity": 6, "species": ["H", "C", "H", "H", "C", "H", "C", "C", "C", "N", "C", "S", "C", "C", "H", "C", "C", "C", "H", "C", "C", "C", "C", "N", "H", "C", "C", "C", "C", "H", "H", "C", "C", "C", "C", "C", "P", "C", "C", "H", "H", "C", "H", "C", "C", "N", "H", "H", "C", "C", "H", "C", "H", "H", "C", "C", "Ru", "C", "H", "H", "H", "H", "C", "H", "H", "S", "H", "C", "C", "H", "H", "C", "H", "C", "C", "C", "H", "P", "H", "C", "C", "H", "H", "H", "H", "H", "C", "C", "H", "H", "C", "C", "H", "H", "H", "H", "H", "H", "C", "C", "C"], "coordinates": [[-0.4325, 3.8426, -1.4367], [-0.0869, -4.7386, -0.6443], [2.7165, 2.5021, 0.2222], [-1.5333, 6.0760, 2.6048], [0.5724, 2.7990, 3.8507], [2.9927, -2.8418, 2.6522], [-1.4378, 2.7146, 2.0058], [-3.9973, -0.3591, -0.4671], [0.4965, -4.6776, 3.7628], [-0.7449, 1.5894, 2.2753], [-5.2369, 1.6584, 0.0922], [-0.9361, 1.2282, -1.3905], [1.9583, 0.5166, 0.5033], [-2.7622, 5.0298, 1.1968], [-1.8924, -2.5312, 4.8148], [-1.6898, -1.2000, 2.4867], [3.6027, -4.8309, -1.4575], [-4.0263, 0.9497, 0.1350], [-3.2386, 5.9318, 0.8352], [3.8666, -0.6024, -3.5277], [-6.3374, 1.1704, -0.6061], [-6.2825, -0.0351, -1.2643], [0.2009, -2.8697, 2.1820], [-2.8941, 1.3490, 0.7466], [-3.7928, -3.8383, -2.0297], [0.2424, 3.2682, -3.3850], [-0.8343, -2.3386, 2.9620], [0.8223, -4.0604, 2.5711], [0.8356, 3.6931, -4.5721], [4.1086, 2.4154, 2.2869], [1.3775, 6.9385, -3.7846], [0.4436, 5.4961, -2.5007], [1.9138, -0.6397, 1.2924], [2.9329, -1.9442, 3.2624], [2.7663, -0.7169, 2.4114], [2.7305, 1.6155, 0.8446], [-0.2213, 1.4990, -3.2656], [-5.1195, -0.8327, -1.1874], [1.5403, -0.4921, -4.1281], [1.3981, 0.5431, -0.4213], [-5.8567, -2.4900, -2.3575], [1.8144, -3.0846, -0.1845], [-7.2505, 1.7506, -0.6276], [-5.0269, -2.1067, -1.7768], [2.2729, -5.1785, -1.2855], [-2.8887, -1.1080, -0.3177], [0.9666, 2.9834, -5.3806], [1.5846, -4.5012, 1.9407], [1.0515, 5.9114, -3.6753], [-1.1142, -2.9551, 4.1906], [1.3619, 2.7666, 4.5889], [2.5077, 1.2055, -2.7205], [-3.8691, 3.7690, -0.1362], [0.2857, 6.1990, -1.6912], [1.2423, 5.0098, -4.7146], [2.7709, -1.1318, -4.1936], [-1.0845, -0.0842, 0.7504], [0.2114, 1.6295, 3.1842], [2.8746, -2.0414, -4.7718], [-0.7004, -4.5629, 5.5444], [2.1006, -2.0653, 3.9581], [4.1843, 0.3373, 3.6042], [4.0326, -3.5814, -1.0435], [0.2147, 4.9063, 4.0131], [-0.6031, -4.3328, -1.5191], [-1.4464, 0.9312, -4.6877], [1.7080, 5.3354, -5.6363], [-3.1482, 3.7999, 0.6668], [3.1445, -2.7222, -0.4166], [4.2918, -5.5277, -1.9172], [3.8518, -1.8665, 3.8440], [3.5056, 1.5661, 1.9893], [-5.3274, 2.5781, 0.6498], [3.7350, 0.5655, -2.7878], [-1.7949, 5.1189, 2.1712], [-3.8893, -2.8508, -1.6006], [3.4957, -1.7500, -0.0988], [0.6857, -1.9045, 0.6900], [-1.9290, -2.8616, -0.6797], [1.3599, -4.3182, -0.6817], [3.5335, 0.4006, 2.7389], [-1.9227, -0.5402, 3.3275], [0.7118, 0.6885, 3.3795], [-7.1381, -0.4019, -1.8172], [1.0006, -5.5905, 4.0549], [2.3954, 2.1187, -2.1469], [0.0388, 4.1748, -2.3527], [-2.5644, 2.6080, 1.1171], [-2.6509, -1.6358, 2.1860], [-0.1678, -5.8242, -0.6921], [-1.0999, 3.9606, 2.5848], [-2.8441, -2.3109, -0.8505], [5.0592, -3.2730, -1.1954], [4.5892, 0.9794, -2.2659], [4.8285, -1.0963, -3.5903], [0.6748, -0.8848, -4.6475], [-0.5994, -4.3977, 0.2535], [1.9208, -6.1427, -1.6349], [1.4081, 0.6789, -3.3937], [-0.0648, 3.9744, 3.5379], [-0.4557, -4.1010, 4.5952]], "atomic_forces_ev_per_a": [[0.00, -0.04, 0.02], [0.09, 0.06, -0.02], [0.00, -0.03, -0.03], [0.01, 0.00, -0.01], [0.05, 0.48, 0.26], [0.03, 0.01, 0.02], [-0.05, 0.33, 0.16], [-0.31, -0.06, -0.17], [0.09, -0.08, -0.02], [0.30, 0.64, 0.47], [0.48, -0.12, 0.18], [-0.08, 0.50, -0.25], [0.06, -0.18, -0.04], [0.27, 0.32, 0.26], [-0.01, 0.01, -0.01], [0.18, -0.64, 0.58], [0.02, 0.03, 0.00], [-0.54, 0.32, -0.12], [-0.01, -0.01, -0.01], [0.04, -0.03, -0.01], [-0.24, -0.28, -0.23], [-0.14, 0.22, 0.08], [-0.02, -0.04, 0.02], [0.47, -0.45, 0.13], [0.03, 0.01, 0.00], [-0.05, -0.15, -0.04], [-0.18, -0.08, 0.13], [-0.08, 0.01, -0.06], [-0.02, 0.04, 0.03], [0.00, 0.00, -0.01], [-0.02, 0.00, 0.00], [0.00, 0.01, 0.01], [-0.09, 0.05, -0.04], [0.01, 0.07, 0.05], [-0.03, 0.04, 0.02], [0.02, 0.05, 0.06], [-0.03, -0.18, -0.05], [0.25, 0.13, 0.16], [0.07, -0.02, 0.04], [-0.13, 0.05, 0.06], [-0.02, 0.02, 0.01], [0.10, 0.07, -0.08], [0.01, 0.01, 0.01], [0.19, -0.17, 0.01], [-0.07, 0.00, 0.00], [-0.21, -0.15, -0.29], [0.02, 0.02, -0.02], [0.04, 0.01, 0.00], [0.00, 0.06, 0.03], [0.09, -0.11, -0.03], [0.00, 0.00, -0.01], [-0.01, -0.08, -0.08], [-0.01, 0.01, 0.03], [0.00, 0.00, -0.01], [0.01, -0.05, -0.05], [-0.01, -0.01, 0.01], [-0.28, 0.20, -0.30], [-0.33, -0.30, -0.44], [0.01, -0.01, 0.01], [0.01, 0.01, -0.01], [-0.01, -0.08, -0.02], [0.00, 0.01, -0.01], [0.02, -0.01, -0.02], [0.00, 0.01, 0.00], [-0.01, -0.01, 0.02], [0.13, 0.07, -0.05], [0.00, -0.01, 0.00], [0.14, -0.53, 0.00], [-0.08, -0.04, 0.07], [-0.01, 0.01, -0.03], [-0.01, 0.01, 0.00], [-0.01, 0.04, -0.03], [-0.03, 0.00, -0.02], [0.01, 0.03, 0.03], [-0.21, 0.12, -0.21], [-0.35, -0.05, -0.17], [0.04, -0.02, 0.03], [0.61, -0.45, 0.14], [-0.01, -0.02, -0.03], [0.02, -0.01, -0.06], [0.00, -0.08, 0.04], [-0.01, 0.04, 0.00], [0.09, 0.02, -0.02], [0.01, 0.00, 0.00], [-0.02, 0.00, -0.02], [0.03, 0.02, -0.03], [0.06, 0.02, -0.04], [-0.33, 0.53, -0.19], [-0.04, 0.01, 0.04], [-0.03, -0.01, 0.03], [-0.12, -0.25, -0.17], [0.17, 0.34, 0.19], [0.00, 0.00, 0.00], [0.01, 0.00, 0.00], [-0.01, -0.01, 0.01], [0.00, 0.02, -0.03], [-0.04, -0.03, 0.02], [0.01, 0.00, 0.00], [-0.13, 0.08, 0.03], [0.16, -0.33, 0.05], [-0.05, 0.05, 0.03]], "lowdin_charge": [0.048, -0.059, 0.105, 0.114, -0.032, 0.069, -0.152, -0.157, -0.091, 0.025, 0.004, 0.299, -0.170, -0.063, 0.108, -0.274, -0.083, -0.209, 0.110, -0.098, -0.062, -0.015, -0.344, 0.013, 0.110, -0.388, -0.322, -0.129, -0.096, 0.105, 0.098, -0.091, -0.339, -0.031, -0.268, -0.079, 0.028, -0.142, -0.102, 0.007, 0.122, -0.299, 0.109, 0.008, -0.054, 0.006, 0.105, 0.104, -0.096, -0.055, 0.112, -0.112, 0.112, 0.097, -0.084, -0.081, 0.980, -0.107, 0.102, 0.100, 0.086, 0.110, -0.086, 0.121, 0.082, 0.147, 0.101, -0.002, -0.084, 0.101, 0.082, -0.081, 0.105, -0.085, -0.022, -0.025, 0.097, 1.049, 0.071, -0.285, -0.059, 0.036, 0.111, 0.116, 0.102, 0.099, -0.115, -0.239, 0.041, 0.083, -0.150, -0.099, 0.103, 0.103, 0.099, 0.066, 0.053, 0.110, -0.381, 0.007, -0.086]}


Entry 2:
{"formula": "C4H7NO2S", "method": "wB97M-V/def2-TZVPD", "e_homo_ev": -7.94, "orbital_gap_ev": 8.32, "de_lowest_ev": 4.934, "smiles": "CS/C=C(O)/C=N/O", "species": ["C", "H", "O", "C", "O", "H", "N", "S", "H", "H", "H", "C", "H", "C", "H"], "coordinates": [[0.5815, 0.4698, -0.0026], [-0.8679, -1.1393, -0.4305], [4.0866, -0.2846, 0.1344], [-3.1634, -0.6259, 0.1903], [0.7513, 1.8786, 0.0069], [4.8230, 0.2747, 0.1331], [3.0212, 0.5596, 0.1425], [-2.1718, 0.8472, 0.0601], [-0.0744, 2.2241, -0.2162], [-3.3404, -0.8176, 1.3235], [-4.2696, -0.3183, -0.2830], [-0.6565, -0.0861, -0.2747], [-2.7240, -1.5859, -0.3933], [1.8998, -0.1346, -0.0560], [2.1047, -1.2617, -0.3344]], "atomic_forces_ev_per_a": [[-0.86, 1.36, -1.93], [0.65, 0.20, 0.06], [-1.11, -1.85, -0.27], [-3.32, -1.22, -0.19], [1.24, -2.58, 1.17], [1.75, 1.39, 0.08], [-3.81, -1.01, -0.21], [1.41, -0.74, -0.97], [-2.11, 1.27, -0.51], [0.33, -0.17, -2.12], [2.92, -1.14, 1.23], [1.52, 1.38, 1.65], [-1.22, 2.45, 1.48], [3.58, -1.47, -0.27], [-0.96, 2.15, 0.80]], "lowdin_charge": [-0.355, 0.049, -0.047, -0.490, 0.016, 0.063, -0.005, 0.800, 0.019, 0.051, 0.085, -0.341, 0.080, -0.084, 0.160]}


Entry 3:
{"formula": "C3H6P4", "method": "wB97M-V/def2-TZVPD", "e_homo_ev": [-6.52, -9.08], "s2": 2.018, "orbital_gap_ev": [7.35, 6.56], "de_lowest_ev": 0.000, "multiplicity": 3, "species": ["H", "P", "H", "C", "C", "P", "H", "P", "H", "C", "H", "H", "P"], "coordinates": [[2.6272, 0.1770, 1.7541], [-2.8738, -0.3997, 0.1713], [1.9182, -0.7010, -1.9477], [-0.6995, 1.2242, 0.1614], [-0.0720, 0.0983, -0.3739], [2.7635, -0.8252, 0.6489], [-0.1809, 2.1912, 0.2212], [1.7189, 0.2255, -0.8379], [-2.5052, 2.0616, 0.6984], [-2.0547, 1.1500, 0.4210], [1.7646, -1.8965, 0.8964], [-1.4127, -1.9408, -1.5664], [-0.9935, -1.3647, -0.2468]], "atomic_forces_ev_per_a": [[-0.40, -1.26, -1.02], [-1.10, -0.76, -0.09], [-0.45, 0.28, 0.93], [-1.81, 1.43, 0.08], [2.15, -0.05, -1.17], [0.27, -0.94, 1.49], [-0.09, -0.47, 0.13], [-1.02, 0.99, -1.44], [-0.92, 0.69, 0.48], [2.77, 0.89, -0.13], [0.77, 1.16, 0.41], [0.74, 0.82, 0.71], [-0.91, -2.75, -0.38]], "lowdin_charge": [-0.117, 0.626, -0.089, -0.337, -0.891, 0.403, 0.097, 0.462, 0.031, -0.485, -0.148, -0.083, 0.532]}


Entry 4:
{"formula": "C10H13LaN3O5", "method": "wB97M-V/def2-TZVPD", "total_charge": 3, "e_homo_ev": -18.66, "orbital_gap_ev": 5.51, "species": ["H", "C", "O", "H", "O", "C", "C", "C", "H", "O", "H", "N", "H", "H", "H", "N", "N", "H", "C", "C", "H", "H", "H", "C", "H", "H", "O", "C", "La", "C", "C", "O"], "coordinates": [[0.8170, 3.6638, -0.7126], [0.5851, 3.3244, 0.3004], [-1.0883, -4.7742, 3.1011], [2.6588, 3.1613, -1.0937], [-3.8318, -2.6291, -2.6444], [-1.0837, 1.5915, 0.8313], [3.0377, 2.3144, -0.5016], [-3.0300, -3.3654, 0.4105], [-1.7948, 1.3532, 0.0005], [-0.4156, -4.3243, -0.9736], [-0.2888, 3.8704, 0.6628], [0.4227, -0.3023, -0.3728], [2.3900, -0.3319, -2.2840], [-1.0419, 0.7850, 1.5974], [1.4023, 3.5500, 0.9883], [0.2546, 1.9093, 0.3253], [2.2353, 1.1183, -0.7378], [3.0983, -0.8298, -0.6980], [0.9831, 0.9260, -0.2592], [-0.7577, -3.2703, -0.6479], [-1.4860, 2.4807, 1.3201], [3.9001, 0.3911, -1.6940], [3.0329, 2.5884, 0.5614], [2.9283, 0.0086, -1.3890], [4.0637, 2.0743, -0.8128], [1.1037, -0.9114, -0.8413], [-3.5969, -4.3719, 0.4549], [-0.9082, -3.7136, 2.7414], [-1.8054, -1.1382, 0.0831], [-3.2180, -2.0143, -1.8886], [-3.8095, -1.4577, 1.7756], [-4.7572, -1.6765, 2.3973]], "atomic_forces_ev_per_a": [[-0.21, 0.00, 0.31], [0.02, 1.07, 0.22], [0.49, 2.11, -0.55], [0.56, -0.41, 0.17], [2.55, 2.68, 3.11], [1.06, 0.19, -0.32], [0.49, 0.78, 0.05], [-3.34, -6.36, 0.35], [0.10, 0.27, 0.07], [-1.39, 4.67, 1.43], [0.21, 0.02, -0.23], [-0.70, -0.59, -0.31], [0.17, 0.09, 0.13], [0.02, 0.24, -0.02], [-0.27, 0.10, -0.22], [-1.02, -0.91, 0.30], [-1.57, -0.36, 0.64], [0.02, 0.17, -0.11], [1.40, 0.28, -0.45], [2.88, -6.61, -2.36], [-0.07, -0.32, 0.01], [-0.14, -0.31, -0.13], [0.28, -0.23, -0.42], [0.12, -0.23, -0.18], [-0.44, 0.34, 0.26], [-0.43, 0.14, 0.39], [2.43, 4.39, -0.11], [-0.59, -1.92, 0.33], [1.93, 3.35, 1.14], [-3.43, -3.11, -4.71], [-5.28, -0.50, 3.90], [4.15, 0.94, -2.67]], "lowdin_charge": [0.111, -0.011, 0.126, 0.104, 0.235, -0.097, -0.006, -0.219, 0.056, 0.240, 0.108, -0.100, 0.113, 0.068, 0.105, -0.111, -0.100, 0.116, -0.374, -0.104, 0.124, 0.108, 0.106, -0.012, 0.113, 0.032, 0.255, 0.046, 1.819, -0.030, -0.045, 0.224]}